# 1
Here is a molecular structure, C5H10N2O from the OMol25 dataset. Energies are from ωB97M-V/def2-TZVPD.

HOMO level (alpha / beta)	-0.245 / -0.245	Ha
max |F|	3.12	eV Å⁻¹
molecular weight	114.1	u
gap between HOMO and LUMO (alpha / beta)	6.91 / 6.91	eV
energy relative to the best compared isomer or geometry (same formula, charge and spin)	154.1	kcal per mole

ORCA input file:
```
! wB97M-V def2-TZVPD RIJCOSX def2/J DEFGRID3
* xyz 0 1
C 0.29894 1.50519 0.04718
C 1.49903 -0.80951 0.75185
C 1.35211 -0.76750 -0.69740
C -1.43761 0.23177 1.39266
N -0.09417 0.33358 0.84427
C 0.11376 0.30352 -0.79900
O -1.28397 -1.00276 -1.95068
N -0.74737 0.31824 -1.78716
H -1.76142 -0.92844 -2.78587
H 1.30524 1.87127 0.23231
H -0.45837 2.27626 -0.05020
H 1.12914 -1.65919 1.31079
H 2.27055 -0.20086 1.21687
H 2.19459 -0.36724 -1.24556
H 0.98092 -1.70098 -1.12382
H -1.55431 0.95695 2.19932
H -2.22125 0.41259 0.64944
H -1.58579 -0.77289 1.79499
*
```



# 2
Here is 2 unconnected molecules or ions with the total composition C5H10N2O from the OMol25 dataset. Energies are from ωB97M-V/def2-TZVPD.

HOMO level (alpha / beta)	-0.254 / -0.253	Ha
max |F|	6.24	eV Å⁻¹
molecular weight	114.1	u
gap between HOMO and LUMO (alpha / beta)	7.54 / 7.56	eV
energy relative to the best compared isomer or geometry (same formula, charge and spin)	151.0	kcal per mole

ORCA input file:
```
! wB97M-V def2-TZVPD RIJCOSX def2/J DEFGRID3
* xyz 0 1
C 0.00631 0.33754 -0.03375
C -0.24363 1.38738 1.02726
C -0.43529 0.68422 -1.43004
C 0.25233 -1.00735 0.33155
N -1.42475 -1.09709 0.61701
C 1.06278 -2.03306 0.28373
N 2.05578 0.49081 -0.16410
O 2.38232 1.20334 -1.05613
H -2.06161 -0.65254 1.26711
H -1.92605 -1.78382 0.06480
H -1.28505 1.70612 1.00810
H 0.36156 2.26899 0.80667
H 0.01122 1.01750 2.01784
H -1.48256 0.98401 -1.43453
H -0.27412 -0.13914 -2.12379
H 0.16545 1.53074 -1.78000
H 2.09769 -1.88468 -0.00209
H 0.73761 -3.01298 0.60034
*
```



# 3
Here is a molecular structure, C5H10N2O from the OMol25 dataset. Energies are from ωB97M-V/def2-TZVPD.

HOMO level	-0.343	Ha
max |F|	6.18	eV Å⁻¹
molecular weight	114.1	u
gap between HOMO and LUMO	9.65	eV
energy relative to the best compared isomer or geometry (same formula, charge and spin)	230.9	kcal per mole

ORCA input file:
```
! wB97M-V def2-TZVPD RIJCOSX def2/J DEFGRID3
* xyz 0 1
C 0.57851 2.60019 -1.29290
C 0.37857 1.69167 -0.10322
C 0.06108 -0.79146 -1.10584
C 0.30004 -0.90111 0.39961
C -0.95813 -1.55148 1.07742
H 0.38468 3.80677 -0.40572
H -0.35908 2.56088 -2.31848
H 1.92323 2.55548 -1.75216
H -0.79604 -1.59897 -1.28735
H 0.70558 -0.83401 -2.14574
H 1.25962 -0.70783 1.05933
H -1.77435 -1.20507 0.31964
H -1.13683 -1.19372 2.18986
H -1.87013 -3.60912 0.90468
H -1.64889 -3.07541 -0.44859
N -0.17843 0.44984 -0.23941
N -0.89739 -3.10004 0.69407
O 1.08532 1.94568 0.85643
*
```



# 4
Here is 2 unconnected molecules or ions with the total composition C5H10N2O from the OMol25 dataset. Energies are from ωB97M-V/def2-TZVPD.

HOMO level	-0.315	Ha
max |F|	10.04	eV Å⁻¹
molecular weight	114.1	u
gap between HOMO and LUMO	8.49	eV
energy relative to the best compared isomer or geometry (same formula, charge and spin)	239.6	kcal per mole

ORCA input file:
```
! wB97M-V def2-TZVPD RIJCOSX def2/J DEFGRID3
* xyz 0 1
C -1.15755 -1.67293 -0.67706
C -0.52067 -0.98844 0.54831
C 0.72621 -0.55097 1.02411
C 1.72750 -0.35678 -0.22409
C -1.23177 2.34673 -0.13140
H -0.47235 -1.38683 -1.72661
H -2.06574 -0.98461 -0.90149
H -1.40288 -2.81243 -0.54719
H -1.13981 -1.10682 1.51493
H 1.06492 -0.36949 2.07523
H 0.95449 -0.39283 -1.09603
H 2.47463 -1.23115 -0.04743
H 2.11369 1.33356 -0.19518
H -2.14388 2.87571 1.12153
H -1.07966 2.88536 -1.05559
N -0.40091 0.43160 0.75024
N -0.20673 1.25120 -0.23015
O 2.76050 0.72911 -0.20213
*
```